Record 1
The following is a quantum chemistry calculation of 15 unconnected molecules or ions with the total composition F6H28O14P, from OMol25.

Geometry as XYZ:
```
49
Properties=species:S:1:pos:R:3:mulliken_charge:R:1
P -0.255 0.427 1.993 1.494
F 0.549 -0.975 2.469 -0.476
F -1.626 -0.242 2.339 -0.368
F -0.215 0.907 3.546 -0.354
F -1.071 1.783 1.621 -0.402
F 1.164 1.096 1.634 -0.378
F -0.355 -0.030 0.425 -0.407
O -0.487 -2.712 -1.619 -0.684
H 0.351 -2.239 -1.325 0.513
H -1.187 -2.446 -0.985 0.283
O 4.443 -0.411 -0.443 -0.729
H 5.107 -0.681 0.264 0.388
H 4.191 0.491 -0.110 0.324
O 1.775 -1.841 -0.489 -0.754
H 1.326 -1.747 0.342 0.272
H 2.594 -1.307 -0.423 0.390
O -3.438 -2.781 -3.482 -0.688
H -2.690 -2.662 -4.033 0.384
H -3.198 -2.419 -2.612 0.309
O -0.132 4.707 -1.237 -0.670
H -0.715 3.986 -1.588 0.413
H 0.023 4.354 -0.338 0.314
O 3.181 -1.808 2.509 -0.582
H 2.346 -1.629 2.061 0.326
H 2.919 -2.550 3.067 0.218
O 3.804 0.650 3.609 -0.669
H 3.117 1.365 3.511 0.318
H 3.322 -0.184 3.367 0.362
O -1.899 2.696 -2.216 -0.762
H -2.594 2.340 -1.673 0.435
H -1.455 1.871 -2.369 0.406
O 5.930 -1.215 1.812 -0.731
H 6.057 -0.513 2.465 0.328
H 5.081 -1.670 2.022 0.380
O -3.897 2.384 2.149 -0.661
H -3.168 1.983 2.655 0.327
H -4.726 2.326 2.654 0.274
O -0.350 0.138 -2.713 -0.711
H 0.311 0.536 -2.125 0.320
H -0.978 -0.451 -2.266 0.346
O -3.898 2.002 -0.678 -0.722
H -3.744 2.036 0.277 0.376
H -4.255 2.864 -0.859 0.303
O -3.250 -1.279 -0.599 -0.595
H -3.500 -0.459 -0.956 0.315
H -2.994 -1.136 0.285 0.256
O -0.689 -2.016 -4.244 -0.727
H -0.318 -1.168 -4.337 0.281
H -0.507 -2.371 -3.361 0.413
```

* largest force on an atom: 2.632 eV Å⁻¹
* total charge: -1
* ΔE to the lowest compared entry with this formula, charge and spin: 10.75 kJ/mol
* Kohn-Sham gap: 10.41 eV
* lowest unoccupied orbital energy: 2.3 eV

Record 2
The following is a quantum chemistry calculation of 15 unconnected molecules or ions with the total composition F6H28O14P, from OMol25.

Geometry as XYZ:
```
49
Properties=species:S:1:pos:R:3:mulliken_charge:R:1
P 0.314 -0.268 -0.444 1.259
F 0.326 -1.230 0.871 -0.365
F 0.621 0.972 0.582 -0.403
F 1.899 -0.510 -0.668 -0.355
F 0.241 0.854 -1.693 -0.395
F 0.094 -1.598 -1.411 -0.385
F -1.298 -0.026 -0.201 -0.363
O 2.171 -5.707 -0.645 -0.641
H 2.361 -6.281 -1.387 0.316
H 1.925 -4.872 -1.043 0.325
O 4.267 2.199 2.773 -0.644
H 3.820 2.396 3.596 0.308
H 3.560 2.090 2.137 0.339
O -2.661 -5.246 -1.172 -0.644
H -1.929 -4.650 -1.015 0.336
H -2.733 -5.293 -2.125 0.310
O 2.905 4.908 -2.545 -0.651
H 2.644 4.097 -2.108 0.332
H 2.112 5.443 -2.551 0.320
O -0.733 5.444 1.962 -0.635
H -0.025 6.079 2.070 0.307
H -0.356 4.755 1.414 0.330
O 5.551 -3.459 1.902 -0.633
H 5.563 -3.898 1.052 0.306
H 4.622 -3.392 2.124 0.326
O 0.683 -0.165 -6.460 -0.645
H 1.079 0.039 -5.613 0.335
H -0.044 0.453 -6.540 0.312
O 5.389 -2.376 -3.169 -0.637
H 5.794 -3.144 -2.765 0.308
H 4.875 -1.978 -2.467 0.330
O -6.165 0.949 -2.361 -0.648
H -5.853 0.064 -2.548 0.325
H -5.783 1.163 -1.510 0.320
O -5.545 -0.617 2.332 -0.645
H -4.785 -0.907 2.834 0.333
H -5.374 0.307 2.148 0.309
O -4.798 3.426 1.742 -0.612
H -5.303 4.236 1.808 0.301
H -3.903 3.683 1.963 0.321
O -1.427 4.947 -3.120 -0.634
H -2.366 4.928 -3.304 0.305
H -1.150 4.034 -3.194 0.331
O 2.087 -3.118 5.563 -0.632
H 1.792 -4.016 5.715 0.313
H 1.288 -2.593 5.609 0.321
O -2.104 -0.944 4.201 -0.675
H -1.717 -1.169 3.356 0.349
H -1.931 -0.008 4.303 0.317
```

* largest force on an atom: 1.743 eV Å⁻¹
* total charge: -1
* ΔE to the lowest compared entry with this formula, charge and spin: 277.25 kJ/mol
* Kohn-Sham gap: 11.29 eV
* lowest unoccupied orbital energy: 2.0 eV

Record 3
The following is a quantum chemistry calculation of a molecular structure, F6H34O17P, from OMol25.

Geometry as XYZ:
```
58
Properties=species:S:1:pos:R:3:mulliken_charge:R:1
P 11.431 1.336 -24.087 0.576
F 10.117 2.265 -24.394 -0.940
F 12.293 2.704 -23.893 0.902
F 11.031 1.279 -22.528 -0.901
F 12.773 0.411 -23.913 -0.860
F 10.490 0.053 -24.246 -0.629
F 11.727 1.410 -25.689 -0.008
O 11.604 -0.379 -26.567 -0.769
H 11.678 0.438 -26.075 0.231
H 12.265 -0.954 -26.180 0.376
O 8.647 1.351 -23.393 -0.543
H 7.800 1.720 -23.645 0.411
H 9.139 1.299 -24.212 0.070
O 14.548 1.445 -25.011 -0.739
H 14.285 1.948 -25.783 0.613
H 14.116 1.886 -24.280 0.520
O 10.377 4.137 -25.440 -0.659
H 10.966 4.776 -25.040 0.388
H 9.680 4.016 -24.795 0.335
O 10.020 -1.585 -23.952 -0.364
H 9.490 -2.378 -24.036 0.326
H 10.391 -1.451 -24.824 0.387
O 13.393 3.403 -25.335 -1.124
H 12.816 3.404 -26.098 0.485
H 12.809 3.240 -24.593 0.278
O 9.627 3.153 -22.512 -0.863
H 9.149 2.337 -22.653 0.583
H 9.250 3.765 -23.144 0.308
O 13.149 0.891 -21.730 -0.719
H 13.567 1.464 -22.373 0.566
H 12.233 0.851 -22.005 0.367
O 13.225 1.796 -27.325 -0.924
H 12.446 2.234 -26.982 0.488
H 13.283 0.983 -26.824 0.364
O 12.169 3.618 -21.856 -0.680
H 12.172 4.573 -21.929 0.322
H 11.649 3.322 -22.603 -0.020
O 14.282 -0.490 -23.832 -0.731
H 13.794 0.147 -24.353 0.763
H 15.049 -0.010 -23.522 0.307
O 9.034 0.646 -25.474 -0.758
H 8.657 -0.055 -26.006 0.370
H 9.810 0.254 -25.075 0.462
O 8.891 -0.483 -22.269 -0.986
H 8.843 0.342 -22.752 0.670
H 9.483 -1.030 -22.786 0.416
O 11.282 -0.646 -21.157 -0.905
H 11.855 -1.011 -21.831 0.593
H 10.722 -0.029 -21.628 0.431
O 12.030 -1.470 -23.145 -0.916
H 11.875 -0.647 -23.609 0.425
H 11.199 -1.941 -23.207 0.643
O 10.775 2.034 -20.652 -0.884
H 10.113 2.499 -21.163 0.542
H 11.602 2.452 -20.891 0.444
O 11.635 3.158 -26.814 -0.804
H 11.764 3.972 -27.301 0.433
H 11.038 3.395 -26.104 0.331
```

* largest force on an atom: 14.854 eV Å⁻¹
* total charge: -1
* Kohn-Sham gap: 6.73 eV
* lowest unoccupied orbital energy: 1.6 eV

> Among the records above, which one has the lowest Kohn-Sham gap?

F6H34O17P